1.
Entry from the Open Molecules 2025 dataset: a molecular structure, C33H32OP2Ru (ωB97M-V/def2-TZVPD).

```
! RIJCOSX wB97M-V def2-TZVPD def2/J DEFGRID3
* xyz 2 1
Ru -0.9316 -0.8587 1.5087
C -2.6108 -3.9228 1.7439
C -2.1026 -2.6637 2.3732
C -2.8762 -1.4570 2.2883
C -2.4882 -0.2688 2.9243
C -1.2125 -0.2079 3.5380
C -0.3873 -1.3547 3.5243
C -0.8646 -2.5938 3.0045
H -1.8247 -4.6674 1.6372
H -3.0549 -3.7269 0.7679
H -3.3928 -4.3462 2.3780
H -3.7984 -1.4702 1.7203
H -3.1041 0.6168 2.8518
H -0.8490 0.7203 3.9549
H 0.6134 -1.2915 3.9310
H -0.2233 -3.4658 3.0262
C 0.8709 2.1693 0.6011
C 2.1135 1.3730 0.1976
P 2.2078 0.8381 -1.5785
C 1.3504 -0.7897 -1.7287
C 1.1905 -1.2178 -3.0522
C 0.6454 -2.4516 -3.3715
C 0.2115 -3.3042 -2.3665
C 0.3239 -2.9015 -1.0451
C 0.8912 -1.6707 -0.7654
C 3.9472 0.2833 -1.5949
C 4.8881 1.2109 -2.0402
C 6.2399 0.8987 -2.0355
C 6.6608 -0.3501 -1.6037
C 5.7296 -1.2872 -1.1758
C 4.3800 -0.9714 -1.1695
P -0.7423 1.3296 0.6468
C -1.8770 2.5166 1.3939
C -1.5332 3.1785 2.5748
C -2.4409 4.0325 3.1819
C -3.6958 4.2277 2.6187
C -4.0416 3.5729 1.4449
C -3.1376 2.7175 0.8314
C -1.3015 0.9975 -1.0257
C -1.9428 -0.2285 -1.2114
C -2.3667 -0.6326 -2.4644
C -2.1571 0.2147 -3.5463
C -1.5292 1.4412 -3.3728
C -1.0932 1.8354 -2.1161
H 0.7287 3.0265 -0.0649
H 1.0128 2.5867 1.6005
H 2.3339 0.5771 0.9039
H 2.9560 2.0682 0.2591
H 1.5232 -0.5620 -3.8490
H 0.5622 -2.7491 -4.4081
H -0.2070 -4.2723 -2.6058
H -0.0047 -3.5448 -0.2354
H 1.5217 -1.9181 1.0908
H 4.5621 2.1793 -2.4031
H 6.9615 1.6252 -2.3837
H 7.7132 -0.5994 -1.6124
H 6.0574 -2.2671 -0.8548
H 3.6628 -1.7215 -0.8547
H -0.5542 3.0516 3.0229
H -2.1655 4.5534 4.0889
H -4.4002 4.8986 3.0913
H -5.0134 3.7358 0.9987
H -3.4114 2.2218 -0.0917
H -2.1654 -0.8877 -0.3555
H -2.8605 -1.5850 -2.6012
H -2.4910 -0.0829 -4.5314
H -1.3753 2.0931 -4.2220
H -0.5952 2.7887 -1.9956
O 0.9640 -1.2901 0.6136
*
```

Results
Strongest force on any atom (eV/Å): 0.12
Gap between HOMO and LUMO (eV): 6.16
HOMO energy (eV): -13.3451
Relative energy (zero: lowest compared OMol25 entry of this formula, charge and spin) (eV): 0.337

Charges obtained by Mulliken population analysis, quoted in units of e:
1. Ru -0.4048
2. C -1.7060
3. C 1.2359
4. C -0.5770
5. C -0.4064
6. C -0.3121
7. C -0.7613
8. C -0.4926
9. H 0.4089
10. H 0.3663
11. H 0.3702
12. H 0.5078
13. H 0.4564
14. H 0.5185
15. H 0.5691
16. H 0.5672
17. C -1.0988
18. C -1.2195
19. P 0.1023
20. C 0.7544
21. C -1.2118
22. C -0.9847
23. C -0.7875
24. C -0.1786
25. C 0.6816
26. C 0.8779
27. C -0.4246
28. C -0.6715
29. C -0.5023
30. C -0.7370
31. C -0.2105
32. P 1.9904
33. C 0.9162
34. C -0.4251
35. C -0.9215
36. C -0.5465
37. C -0.7741
38. C -0.5187
39. C 0.1847
40. C -0.0075
41. C -0.5890
42. C -0.6431
43. C -0.7178
44. C -0.3073
45. H 0.5852
46. H 0.6162
47. H 0.3522
48. H 0.6980
49. H 0.4633
50. H 0.4792
51. H 0.4606
52. H 0.4217
53. H 0.2064
54. H 0.3999
55. H 0.4147
56. H 0.4049
57. H 0.4239
58. H 0.2186
59. H 0.3125
60. H 0.4503
61. H 0.4324
62. H 0.4704
63. H 0.3958
64. H -0.1952
65. H 0.4958
66. H 0.4515
67. H 0.4654
68. H 0.4482
69. O -0.2422

2.
Entry from the Open Molecules 2025 dataset: 2 unconnected molecules or ions with the total composition C33H33BF4O2 at a distorted geometry (ωB97M-V/def2-TZVPD).

```
! RIJCOSX wB97M-V def2-TZVPD def2/J DEFGRID3
* xyz 0 1
C -2.5194 1.2398 -1.6779
C -1.4973 2.1085 -2.4225
C -2.0348 2.3807 -3.8193
O -0.2634 1.3814 -2.6258
B 0.6551 1.8913 -1.7389
C 2.0939 1.3117 -1.5626
C 2.7554 0.6602 -2.6241
C 4.1541 0.5510 -2.6203
C 4.8606 1.0537 -1.5297
C 6.3387 1.3393 -1.6092
F 6.5999 2.6588 -1.3092
F 7.0524 0.5912 -0.7038
F 6.8527 1.1080 -2.8380
C 4.1977 1.3997 -0.3495
C 2.8024 1.5187 -0.3651
O 0.1282 2.8452 -0.8726
C -1.0483 3.3430 -1.5190
C -0.6478 4.5887 -2.3306
C -2.0633 3.8046 -0.4833
H -3.4964 1.7466 -1.6363
H -2.6821 0.2874 -2.1958
H -2.2072 1.0240 -0.6452
H -2.9392 3.0012 -3.8105
H -1.2785 2.8404 -4.4636
H -2.3114 1.4218 -4.2773
H 2.1832 0.3200 -3.4858
H 4.6776 0.1169 -3.4719
H 4.7669 1.6192 0.5521
H 2.2885 1.8577 0.5346
H -1.5371 5.0776 -2.7599
H -0.1653 5.3189 -1.6636
H 0.0730 4.3754 -3.1365
H -2.8934 4.2968 -1.0123
H -2.5031 3.0098 0.1331
H -1.6202 4.5379 0.2047
F -1.9586 3.4335 4.7135
C -1.6219 2.1892 4.2553
C -0.5508 1.5176 4.8262
C -0.2071 0.2527 4.3278
C -0.9945 -0.3844 3.3588
C -0.5342 -1.7396 2.7350
C -0.0283 -1.3522 1.3821
C 0.5062 -2.3730 0.3517
C 1.7950 -2.9123 0.4697
C 2.3364 -3.7308 -0.5413
C 1.5738 -4.0831 -1.6640
C 0.2602 -3.5847 -1.7476
C -0.2513 -2.7061 -0.7775
C -1.5040 -2.9318 2.5186
C -0.9322 -4.1928 2.3050
C -1.6335 -5.2302 1.6983
C -2.9969 -5.0465 1.4338
C -3.6166 -3.8339 1.7456
C -2.8564 -2.7714 2.2677
C -2.0091 0.3637 2.7528
C -2.3442 1.6511 3.1951
H 0.0483 1.9976 5.5864
H 0.6987 -0.2527 4.6833
H 0.2658 -2.1658 3.3455
H 0.7547 -0.5899 1.4875
H -0.8660 -0.8206 0.8951
H 2.3631 -2.7104 1.3786
H 3.3652 -4.0775 -0.4389
H 2.0100 -4.6736 -2.4859
H -0.3795 -3.8715 -2.5877
H -1.2691 -2.3103 -0.8550
H 0.1287 -4.3205 2.5361
H -1.1118 -6.1571 1.4263
H -3.5596 -5.8660 0.9726
H -4.6913 -3.7151 1.5852
H -3.3191 -1.7998 2.4334
H -2.5349 -0.0483 1.8884
H -3.1071 2.2190 2.6778
*
```

Results
Strongest force on any atom (eV/Å): 2.52
Gap between HOMO and LUMO (eV): 9.30
HOMO energy (eV): -8.9583
SMILES string: CC1(C)OB(c2ccc(C(F)(F)F)cc2)OC1(C)C.Fc1ccc([C@H](Cc2ccccc2)c2ccccc2)cc1
Relative energy (zero: lowest compared OMol25 entry of this formula, charge and spin) (eV): 0.000

Charges obtained by Mulliken population analysis, quoted in units of e:
1. C -1.6241
2. C 1.7342
3. C -1.9317
4. O -0.6772
5. B 1.2253
6. C 0.0741
7. C -0.5237
8. C -0.5160
9. C 0.3002
10. C 0.7682
11. F -0.2557
12. F -0.2601
13. F -0.2774
14. C -0.8041
15. C -0.5384
16. O -0.5852
17. C 1.5364
18. C -1.9193
19. C -1.5433
20. H 0.3367
21. H 0.5168
22. H -0.0681
23. H 0.3663
24. H 0.3501
25. H 0.4483
26. H 0.4359
27. H 0.4380
28. H 0.3876
29. H 0.4818
30. H 0.3761
31. H 0.4628
32. H 0.3170
33. H 0.3705
34. H 0.0993
35. H 0.4829
36. F -0.3352
37. C 0.4269
38. C -0.8464
39. C -0.3014
40. C -0.0196
41. C 0.7890
42. C -0.4104
43. C 0.6336
44. C -0.4798
45. C -0.7668
46. C -0.5025
47. C -0.9114
48. C -0.1494
49. C -0.0318
50. C -0.2682
51. C -0.6942
52. C -0.4121
53. C -0.9424
54. C -0.0617
55. C 0.1336
56. C -1.1530
57. H 0.4441
58. H 0.3771
59. H 0.6943
60. H 0.5928
61. H -0.6359
62. H 0.4475
63. H 0.3966
64. H 0.4043
65. H 0.3925
66. H 0.5120
67. H 0.3536
68. H 0.3948
69. H 0.3657
70. H 0.4025
71. H 0.5478
72. H 0.2029
73. H 0.4259

3.
Entry from the Open Molecules 2025 dataset: a molecular structure, C33H33BrCl2IrN3OP at a distorted geometry (ωB97M-V/def2-TZVPD).

```
! RIJCOSX wB97M-V def2-TZVPD def2/J DEFGRID3
* xyz 4 2
Ir 0.3497 0.4080 0.0726
Br 3.8270 0.3363 7.0426
C 2.6714 0.2141 5.6653
C 1.3029 -0.0797 5.9177
C 0.4147 -0.0982 4.8811
C 0.8404 0.1845 3.5570
C 2.2180 0.3866 3.3133
C 3.1264 0.4156 4.3311
N -0.0571 0.2484 2.4700
C -1.3120 0.4097 2.6930
C -2.2575 0.4099 1.6021
C -3.6141 0.4671 1.8579
C -4.5115 0.4585 0.7904
C -4.0038 0.4429 -0.4907
C -2.6219 0.4027 -0.6796
N -1.7596 0.3655 0.3351
H 0.9673 -0.2685 6.9298
H -0.6150 -0.3440 5.1019
H 2.5468 0.5364 2.2944
H 4.1755 0.5997 4.1408
H -1.7116 0.5810 3.6899
H -3.9711 0.5085 2.8796
H -5.5785 0.4870 0.9701
H -4.6583 0.4745 -1.3521
H -2.2062 0.4156 -1.6791
Cl -0.2963 2.8268 -1.0205
C 0.6314 3.8992 0.0830
Cl 1.6306 2.8361 1.0690
H -0.0607 4.4403 0.7175
H 1.2581 4.5702 -0.4939
N 2.4601 0.1054 -0.3979
C 2.8908 -0.0023 -1.7893
C 4.2049 0.2597 -2.1278
C 4.6172 0.0837 -3.4422
C 3.7022 -0.3131 -4.4116
C 2.3760 -0.5220 -4.0673
C 1.9698 -0.3733 -2.7396
P 0.2557 -0.5604 -2.2566
C -0.6494 0.0470 -3.6882
C -1.0691 -0.8810 -4.6518
C -1.5665 -0.4263 -5.8632
C -1.7147 0.9329 -6.1008
C -1.3245 1.8560 -5.1363
C -0.8101 1.4161 -3.9306
C -0.1207 -2.3064 -2.1783
C 0.8591 -3.2590 -2.4597
C 0.4955 -4.5948 -2.5787
C -0.8184 -4.9850 -2.3613
C -1.7951 -4.0364 -2.0622
C -1.4440 -2.7031 -1.9467
H 3.0626 0.7848 0.0627
H 2.6147 -0.7833 0.0768
H 4.9182 0.5688 -1.3709
H 5.6546 0.2447 -3.7036
H 4.0193 -0.4510 -5.4365
H 1.6596 -0.7947 -4.8316
H -0.9696 -1.9443 -4.4866
H -1.8140 -1.1405 -6.6370
H -2.1443 1.2755 -7.0328
H -1.4364 2.9155 -5.3242
H -0.5368 2.1395 -3.1856
H 1.8836 -2.9620 -2.6484
H 1.2392 -5.3284 -2.8620
H -1.0831 -6.0333 -2.4051
H -2.8231 -4.3428 -1.9189
H -2.2029 -1.9716 -1.6954
C 1.8641 -2.9356 2.0932
C 1.3468 -2.8498 0.6795
O 0.3541 -1.7824 0.4826
H 2.5948 -3.7442 2.1459
H 1.0630 -3.1761 2.7958
H 2.3537 -2.0126 2.4061
H 0.8661 -3.7828 0.3877
H 2.1478 -2.6615 -0.0344
H -0.4066 -1.9790 1.0457
*
```

Results
Strongest force on any atom (eV/Å): 5.07
Gap between HOMO and LUMO (spin up / spin down) (eV): 6.25 / 4.32
HOMO energy (spin up / spin down) (eV): -18.9170 / -18.9169
Relative energy (zero: lowest compared OMol25 entry of this formula, charge and spin) (eV): 2.170
⟨S²⟩: 0.78

Charges obtained by Mulliken population analysis, quoted in units of e:
1. Ir 2.3219
2. Br 0.2212
3. C 0.0372
4. C -0.7867
5. C -0.8151
6. C 0.4920
7. C 0.0627
8. C -0.6660
9. N 0.3595
10. C -0.4119
11. C 0.6089
12. C -1.0619
13. C -0.6549
14. C -1.0097
15. C -0.0267
16. N 0.2987
17. H 0.4960
18. H 0.4521
19. H 0.2086
20. H 0.5179
21. H 0.5366
22. H 0.5454
23. H 0.5044
24. H 0.5474
25. H 0.5162
26. Cl 0.0502
27. C -0.5923
28. Cl 0.0188
29. H 0.4204
30. H 0.4518
31. N -0.4025
32. C 0.1784
33. C -0.6608
34. C -0.8338
35. C -0.8893
36. C -0.7404
37. C -0.0614
38. P 0.9980
39. C 1.1943
40. C -0.5025
41. C -0.8114
42. C -0.6474
43. C -0.8978
44. C -0.3620
45. C 1.4431
46. C -0.6764
47. C -0.9494
48. C -0.7268
49. C -0.8207
50. C -0.5358
51. H 0.5066
52. H 0.2206
53. H 0.5057
54. H 0.4622
55. H 0.4980
56. H 0.5907
57. H 0.4308
58. H 0.4925
59. H 0.4596
60. H 0.4829
61. H 0.2447
62. H 0.4985
63. H 0.4804
64. H 0.4690
65. H 0.5205
66. H 0.3908
67. C -1.1943
68. C -0.5835
69. O -0.5415
70. H 0.4838
71. H 0.3741
72. H 0.1308
73. H 0.3970
74. H 0.5070
75. H 0.2351